Formula: C41H89BClN9O16PS2
Source: the OMol25 dataset
Level of theory: ωB97M-V/def2-TZVPD

## Properties
Kohn-Sham gap = 7.17 eV
LUMO level = -2.98 eV
Charge = +1
Energy above the lowest of the compared OMol25 structures with the same formula, charge and spin = 310.76 kcal per mole

Each atom is followed by the atoms it is bonded to, with distances in Å.
Element x y z (Å)
1 C 1.530 -0.847 4.476  C2 1.519, H32 1.179, H33 1.169
2 C 1.864 0.250 3.478  C1 1.519, C3 1.672, H34 1.165
3 C 0.722 0.721 2.351  C2 1.672, C4 1.618, H35 1.196, H36 1.192
4 C 1.160 0.808 0.796  C3 1.618, C5 1.597, C9 1.696, N23 1.558
5 C 1.778 2.279 0.744  C4 1.597, C6 1.612, H37 1.193, H38 1.204
6 C 2.892 2.894 1.733  C5 1.612, O7 1.364, Cl8 1.904
7 O 4.170 3.255 1.419  C6 1.364
8 Cl 2.564 3.552 3.489  C6 1.904
9 C -0.266 1.269 0.002  C4 1.696, S10 1.905, C11 1.673, H39 1.200
10 S -1.746 1.797 1.080  C9 1.905, H40 1.426
11 C -0.590 0.325 -1.340  C9 1.673, O12 1.471, B13 1.647, C17 1.657
12 O -0.219 1.161 -2.492  C11 1.471, H41 1.001
13 B -2.172 0.081 -1.728  C11 1.647, O14 1.508, O15 1.508
14 O -3.230 1.156 -1.717  B13 1.508, H42 1.001
15 O -2.736 -1.191 -2.310  B13 1.508, C16 1.467
16 C -4.027 -1.522 -1.696  O15 1.467, H43 1.187, H44 1.178, H45 1.193
17 C 0.397 -0.899 -0.814  C11 1.657, S18 1.923, P19 1.869, N23 1.572
18 S -0.936 -1.615 0.372  C17 1.923, H46 1.370
19 P 0.430 -2.092 -2.251  C17 1.869, O20 1.617, O21 1.778, O22 1.778
20 O 1.876 -2.647 -2.717  P19 1.617
21 O -0.144 -1.505 -3.828  P19 1.778, H47 1.015
22 O -0.455 -3.620 -2.037  P19 1.778, H48 1.009
23 N 1.661 -0.431 -0.004  C4 1.558, C17 1.572, C24 1.538, C27 1.517
24 C 2.027 -1.662 0.842  N23 1.538, O25 1.445, H49 1.181, H50 1.194
25 O 2.037 -2.980 0.251  C24 1.445, C26 1.475
26 C 2.842 -3.914 1.059  O25 1.475, H51 1.175, H52 1.177, H53 1.183
27 C 2.944 -0.302 -0.804  N23 1.517, C28 1.673, C29 1.593, H54 1.199
28 C 2.804 0.455 -2.289  C27 1.673, H55 1.167, H56 1.145, H57 1.197
29 C 4.256 0.450 -0.301  C27 1.593, C30 1.593, H58 1.204, H59 1.196
30 C 4.981 0.237 1.102  C29 1.593, C31 1.673, H60 1.194, H61 1.166
31 C 6.457 1.021 1.186  C30 1.673, H62 1.170, H63 1.193, H64 1.169
32 H 1.236 -0.461 5.551  C1 1.179
33 H 1.483 -1.985 4.214  C1 1.169
34 H 2.905 0.751 3.623  C2 1.165
35 H 0.481 1.817 2.763  C3 1.196
36 H -0.183 -0.013 2.601  C3 1.192
37 H 2.084 2.595 -0.365  C5 1.193
38 H 0.893 3.047 1.017  C5 1.204
39 H -0.187 2.291 -0.621  C9 1.200
40 H -1.326 2.783 2.021  S10 1.426
41 H -0.898 1.882 -2.639  O12 1.001
42 H -3.756 1.118 -0.866  O14 1.001
43 H -4.870 -0.824 -2.156  C16 1.187
44 H -4.014 -1.436 -0.521  C16 1.178
45 H -4.225 -2.674 -1.937  C16 1.193
46 H -1.823 -2.462 -0.239  S18 1.370
47 H -0.975 -2.034 -4.075  O21 1.015
48 H -0.439 -4.010 -2.967  O22 1.009
49 H 1.370 -1.826 1.810  C24 1.181
50 H 3.113 -1.580 1.331  C24 1.194
51 H 3.009 -3.583 2.175  C26 1.175
52 H 3.855 -4.096 0.487  C26 1.177
53 H 2.276 -4.952 1.111  C26 1.183
54 H 3.385 -1.366 -1.135  C27 1.199
55 H 2.636 1.607 -2.211  C28 1.167
56 H 2.039 0.016 -3.019  C28 1.145
57 H 3.862 0.331 -2.834  C28 1.197
58 H 5.120 0.162 -1.087  C29 1.204
59 H 4.134 1.616 -0.535  C29 1.196
60 H 5.266 -0.917 1.206  C30 1.194
61 H 4.390 0.535 2.062  C30 1.166
62 H 6.712 1.582 0.192  C31 1.170
63 H 6.304 1.873 2.005  C31 1.193
64 H 7.290 0.304 1.582  C31 1.169
65 C -8.233 -3.282 0.842  C66 1.503, H70 1.094, H71 1.093, H72 1.093
66 C -6.786 -2.875 0.832  C65 1.503, O67 1.229, N68 1.364
67 O -6.421 -1.770 0.438  C66 1.229
68 N -5.863 -3.775 1.278  C66 1.364, C69 1.444, H73 1.014
69 C -6.085 -5.111 1.776  N68 1.444, H74 1.093, H75 1.093, H76 1.091
70 H -8.846 -2.461 0.459  C65 1.094
71 H -8.382 -4.153 0.198  C65 1.093
72 H -8.553 -3.504 1.864  C65 1.093
73 H -4.911 -3.427 1.240  N68 1.014
74 H -5.695 -5.161 2.796  C69 1.093
75 H -5.525 -5.806 1.144  C69 1.093
76 H -7.140 -5.387 1.775  C69 1.091
77 C 6.500 -2.804 5.107  C78 1.503, H82 1.094, H83 1.093, H84 1.093
78 C 5.749 -3.328 3.915  C77 1.503, O79 1.229, N80 1.364
79 O 5.093 -2.591 3.181  C78 1.229
80 N 5.808 -4.665 3.654  C78 1.364, C81 1.444, H85 1.014
81 C 6.516 -5.688 4.387  N80 1.444, H86 1.093, H87 1.093, H88 1.091
82 H 6.357 -1.723 5.182  C77 1.094
83 H 6.121 -3.267 6.022  C77 1.093
84 H 7.569 -3.003 4.993  C77 1.093
85 H 5.277 -4.940 2.836  N80 1.014
86 H 7.222 -6.166 3.705  C81 1.093
87 H 5.786 -6.428 4.725  C81 1.093
88 H 7.054 -5.288 5.248  C81 1.091
89 C -6.242 -9.034 1.203  C90 1.503, H94 1.094, H95 1.093, H96 1.093
90 C -6.130 -8.526 -0.208  C89 1.503, O91 1.229, N92 1.364
91 O -6.799 -7.580 -0.616  C90 1.229
92 N -5.253 -9.148 -1.047  C90 1.364, C93 1.444, H97 1.014
93 C -4.384 -10.266 -0.763  N92 1.444, H98 1.093, H99 1.093, H100 1.091
94 H -6.980 -8.438 1.747  C89 1.094
95 H -6.574 -10.076 1.201  C89 1.093
96 H -5.280 -8.941 1.712  C89 1.093
97 H -5.235 -8.749 -1.978  N92 1.014
98 H -3.354 -9.949 -0.945  C93 1.093
99 H -4.638 -11.075 -1.452  C93 1.093
100 H -4.481 -10.619 0.264  C93 1.091
101 C 5.951 5.390 -0.363  C102 1.503, H106 1.094, H107 1.093, H108 1.093
102 C 7.152 4.503 -0.540  C101 1.503, O103 1.229, N104 1.364
103 O 7.079 3.408 -1.094  C102 1.229
104 N 8.352 4.943 -0.065  C102 1.364, C105 1.444, H109 1.014
105 C 8.645 6.186 0.610  N104 1.444, H110 1.093, H111 1.093, H112 1.091
106 H 5.071 4.903 -0.793  C101 1.094
107 H 5.766 5.562 0.700  C101 1.093
108 H 6.107 6.340 -0.882  C101 1.093
109 H 9.111 4.290 -0.222  N104 1.014
110 H 9.397 6.720 0.024  C105 1.093
111 H 9.058 5.948 1.593  C105 1.093
112 H 7.761 6.814 0.728  C105 1.091
113 C -0.302 5.708 -4.741  C114 1.503, H118 1.094, H119 1.093, H120 1.093
114 C -0.128 4.475 -3.898  C113 1.503, O115 1.229, N116 1.364
115 O -1.086 3.860 -3.436  C114 1.229
116 N 1.140 4.042 -3.647  C114 1.364, C117 1.444, H121 1.014
117 C 2.387 4.619 -4.093  N116 1.444, H122 1.093, H123 1.093, H124 1.091
118 H -1.368 5.927 -4.851  C113 1.094
119 H 0.178 6.563 -4.258  C113 1.093
120 H 0.121 5.544 -5.735  C113 1.093
121 H 1.174 3.207 -3.073  N116 1.014
122 H 2.920 3.863 -4.675  C117 1.093
123 H 2.977 4.874 -3.209  C117 1.093
124 H 2.239 5.511 -4.703  C117 1.091
125 C -7.386 1.043 0.512  C126 1.503, H130 1.094, H131 1.093, H132 1.093
126 C -8.851 1.212 0.804  C125 1.503, O127 1.229, N128 1.364
127 O -9.543 0.288 1.226  C126 1.229
128 N -9.412 2.436 0.588  C126 1.364, C129 1.444, H133 1.014
129 C -8.777 3.637 0.101  N128 1.444, H134 1.093, H135 1.093, H136 1.091
130 H -7.086 0.015 0.733  C125 1.094
131 H -7.189 1.240 -0.545  C125 1.093
132 H -6.798 1.717 1.141  C125 1.093
133 H -10.401 2.469 0.808  N128 1.014
134 H -8.901 4.416 0.858  C129 1.093
135 H -9.289 3.943 -0.815  C129 1.093
136 H -7.716 3.494 -0.105  C129 1.091
137 C -4.875 0.717 5.030  C138 1.503, H142 1.094, H143 1.093, H144 1.093
138 C -5.853 0.759 3.889  C137 1.503, O139 1.229, N140 1.364
139 O -5.489 0.737 2.716  C138 1.229
140 N -7.183 0.824 4.186  C138 1.364, C141 1.444, H145 1.014
141 C -7.808 0.858 5.487  N140 1.444, H146 1.093, H147 1.093, H148 1.091
142 H -3.856 0.667 4.635  C137 1.094
143 H -4.966 1.622 5.636  C137 1.093
144 H -5.051 -0.171 5.642  C137 1.093
145 H -7.777 0.849 3.365  N140 1.014
146 H -8.479 -0.001 5.563  C141 1.093
147 H -8.394 1.778 5.556  C141 1.093
148 H -7.082 0.827 6.300  C141 1.091
149 C 6.852 5.464 -6.281  C150 1.503, H154 1.094, H155 1.093, H156 1.093
150 C 5.619 6.260 -6.608  C149 1.503, O151 1.229, N152 1.364
151 O 5.400 7.360 -6.107  C150 1.229
152 N 4.725 5.726 -7.490  C150 1.364, C153 1.444, H157 1.014
153 C 4.797 4.460 -8.180  N152 1.444, H158 1.093, H159 1.093, H160 1.091
154 H 7.465 6.020 -5.566  C149 1.094
155 H 6.573 4.509 -5.828  C149 1.093
156 H 7.442 5.299 -7.187  C149 1.093
157 H 3.922 6.322 -7.657  N152 1.014
158 H 4.777 4.659 -9.254  C153 1.093
159 H 3.915 3.876 -7.907  C153 1.093
160 H 5.698 3.900 -7.930  C153 1.091